(1)
{
  "formula": "C3H12O3",
  "method": "ωB97M-V with the def2-TZVPD basis set",
  "species": ["C", "C", "C", "O", "H", "H", "H", "H", "H", "H", "H", "H", "O", "H", "H", "O", "H", "H"],
  "positions_angstrom": [[-0.576691, -0.380974, -1.265540], [0.648823, 0.413759, -0.752387], [0.378224, 1.092400, 0.672452], [1.719809, -0.596094, -0.613665], [-0.391939, -1.375331, -1.486095], [-1.328815, -0.479928, -0.440294], [-0.968165, 0.270477, -2.042808], [0.836503, 1.237855, -1.459365], [-0.183904, 2.078518, 0.681061], [-0.357372, 0.448308, 1.163459], [1.236027, 1.165404, 1.312491], [2.609124, -0.213503, -0.926656], [-4.320441, 2.220094, 2.335413], [-3.414885, 2.241934, 2.682874], [-4.277964, 1.212454, 2.220880], [3.065535, -3.147285, -0.492206], [2.577577, -3.877317, -0.882447], [2.748558, -2.310771, -0.707170]],
  "forces_ev_per_a": [[-0.9, 2.8, 2.1], [-0.1, -0.4, 1.6], [-1.7, -0.2, -0.9], [1.6, 2.1, -1.1], [0.8, -1.7, -1.2], [0.4, 0.4, -0.7], [-0.6, -0.8, -0.4], [0.7, -0.6, 0.0], [1.0, -0.9, -0.6], [0.3, -0.2, 0.3], [0.6, 0.1, 0.0], [-2.1, -0.5, 0.8], [1.1, -2.9, 0.0], [-0.1, 1.0, 0.1], [-1.0, 1.9, -0.1], [1.8, -2.6, 1.0], [-0.2, 0.6, -0.2], [-1.6, 1.8, -0.8]],
  "mulliken_charge": [-1.1640, 0.3940, -1.1483, -0.6106, 0.3905, 0.2457, 0.2675, 0.3144, 0.3152, 0.2639, 0.3416, 0.3172, -0.6355, 0.3128, 0.3223, -0.6125, 0.3022, 0.3836],
  "relative_energy_kcal_mol": 27.0,
  "spin_multiplicity": 1,
  "charge": 0,
  "e_lumo_ev": 0.52,
  "gap_ev": 11.203,
  "smiles": "CC(C)O.O.O"
}

(2)
{
  "formula": "C21H24N6O4S",
  "method": "ωB97M-V with the def2-TZVPD basis set",
  "species": ["C", "C", "O", "C", "C", "C", "C", "N", "C", "O", "C", "C", "C", "C", "N", "S", "O", "O", "C", "C", "C", "C", "N", "C", "N", "N", "N", "C", "C", "C", "C", "C", "H", "H", "H", "H", "H", "H", "H", "H", "H", "H", "H", "H", "H", "H", "H", "H", "H", "H", "H", "H", "H", "H", "H", "H"],
  "positions_angstrom": [[5.446632, 0.421677, 0.743462], [5.561225, -0.401060, -0.535068], [4.919629, -1.660069, -0.419269], [3.564339, -1.725741, -0.446463], [3.011010, -2.962753, -0.103416], [1.647252, -3.150606, -0.109748], [0.790268, -2.108935, -0.461312], [-0.593945, -2.353275, -0.427592], [-1.606857, -1.515267, -0.757726], [-1.452405, -0.395297, -1.199918], [-2.998623, -2.109039, -0.534103], [-3.224745, -2.497973, 0.934238], [-3.240949, -1.248213, 1.812425], [-4.358035, -0.322953, 1.330806], [-4.176395, 0.011305, -0.055394], [-3.957028, 1.573337, -0.533177], [-4.314419, 1.662259, -1.916306], [-4.651333, 2.387786, 0.425521], [-2.215770, 1.999949, -0.368518], [-1.481279, 2.304568, -1.498298], [-0.141851, 2.619668, -1.376198], [0.441872, 2.633888, -0.112510], [1.807609, 2.923079, -0.003725], [2.528166, 3.423331, 1.033515], [3.777099, 3.510794, 0.664005], [3.825517, 3.063796, -0.586056], [2.682570, 2.719189, -0.998929], [-0.306213, 2.352009, 1.025397], [-1.646937, 2.039094, 0.888604], [-4.070441, -1.093480, -0.966853], [1.335727, -0.881664, -0.813392], [2.705777, -0.690241, -0.804476], [5.892483, 1.400306, 0.594667], [5.950417, -0.084832, 1.562946], [4.401850, 0.554066, 1.015823], [6.607703, -0.648240, -0.730490], [5.172660, 0.160034, -1.391908], [3.678630, -3.766009, 0.164564], [1.239663, -4.114828, 0.161550], [-0.838736, -3.289229, -0.135408], [-3.090677, -2.998778, -1.167765], [-4.188621, -3.006446, 1.016809], [-2.454741, -3.190208, 1.281918], [-2.278536, -0.737354, 1.736181], [-3.409815, -1.520280, 2.855296], [-5.325742, -0.829650, 1.454002], [-4.393398, 0.614013, 1.885210], [-1.969622, 2.265168, -2.457543], [0.466859, 2.838713, -2.239620], [2.130746, 3.715042, 1.980599], [0.155017, 2.356551, 2.001347], [-2.252321, 1.827630, 1.755093], [-5.040743, -1.605548, -1.026119], [-3.833475, -0.671054, -1.943098], [0.687431, -0.073385, -1.104995], [3.085509, 0.275163, -1.098609]],
  "forces_ev_per_a": [[0.0, -0.3, -0.3], [0.1, 0.4, 0.2], [-0.1, -0.3, 0.0], [-0.3, -0.1, 0.0], [0.2, 0.2, 0.0], [-0.1, 0.2, -0.1], [0.4, 0.2, -0.1], [0.0, -0.4, 0.1], [-0.3, -0.5, 0.0], [0.1, -0.1, -0.2], [-0.2, 0.2, 0.0], [0.2, 0.1, 0.0], [-0.3, -0.1, -0.1], [0.1, 0.1, 0.6], [0.1, 0.9, -0.3], [-0.2, 0.0, 0.3], [0.3, -0.2, -0.1], [0.2, -0.2, 0.1], [-0.6, 0.1, -0.1], [0.0, 0.0, 0.1], [0.1, 0.1, 0.2], [-0.9, -0.2, -0.3], [1.3, 0.5, 0.9], [-0.3, -0.2, -0.6], [0.0, 0.3, 1.0], [0.8, 0.0, -0.6], [-1.0, -0.5, -0.8], [0.1, 0.0, -0.1], [0.0, 0.1, 0.0], [0.3, -0.3, -0.6], [-0.2, 0.0, 0.0], [0.5, -0.1, 0.0], [0.0, 0.1, 0.0], [0.1, 0.0, 0.1], [-0.1, 0.1, 0.0], [-0.1, 0.1, -0.1], [0.0, -0.1, 0.0], [0.1, -0.1, 0.0], [0.0, -0.1, 0.0], [-0.1, 0.2, 0.0], [0.0, 0.1, 0.0], [0.0, -0.1, 0.0], [-0.1, -0.1, 0.0], [0.1, 0.1, 0.1], [0.0, 0.0, 0.0], [0.0, 0.1, 0.0], [-0.1, -0.2, 0.2], [0.0, 0.0, -0.2], [0.0, 0.0, -0.1], [-0.2, 0.1, 0.2], [0.0, 0.0, 0.1], [0.0, 0.0, 0.2], [0.1, 0.0, 0.0], [-0.1, -0.3, 0.0], [0.0, 0.0, 0.0], [0.1, 0.1, 0.0]],
  "mulliken_charge": [-0.9630, -0.4196, -0.5048, 0.3060, -0.8692, -0.5220, 0.1410, 0.0298, 0.1378, -0.5193, 0.4243, -1.1733, -0.2388, -0.9525, 0.2236, 1.3862, -0.7492, -0.7461, -0.2655, -0.1923, -0.3348, 0.7083, 0.5888, -0.0489, -0.4234, -0.5239, -0.2677, -0.7823, -0.8399, -1.6308, -0.5228, -0.0034, 0.3494, 0.3644, 0.2270, 0.3138, 0.3597, 0.4406, 0.3440, 0.2232, 0.3992, 0.4864, 0.5266, 0.1379, 0.4072, 0.3657, 0.4274, 0.5260, 0.4665, 0.4696, 0.3448, 0.4741, 0.4285, 0.5175, 0.4915, 0.4566],
  "relative_energy_kcal_mol": 68.9,
  "spin_multiplicity": 1,
  "charge": 0,
  "e_lumo_ev": 0.05,
  "gap_ev": 8.097,
  "smiles": "CCOc1ccc(NC(=O)[C@H]2CCCN(S(=O)(=O)c3ccc(-n4cnnn4)cc3)C2)cc1"
}

(3)
{
  "formula": "C2H6N4S",
  "method": "ωB97M-V with the def2-TZVPD basis set",
  "species": ["H", "N", "N", "N", "N", "C", "C", "S", "H", "H", "H", "H", "H"],
  "positions_angstrom": [[-3.055389, -2.389287, -0.393347], [-2.357758, -1.854748, 0.053206], [-2.478129, -0.658925, -0.331000], [-1.645503, 0.190433, 0.250923], [-0.483336, -0.227170, 0.933769], [0.753874, 0.196104, 0.256936], [0.494393, 1.654435, -0.201606], [-1.347452, 1.827471, -0.250129], [-0.431072, -1.286185, 0.995705], [1.006297, -0.336871, -0.677488], [1.401374, 0.056963, 1.117408], [0.569462, 2.437172, 0.607827], [0.768394, 1.877555, -1.226366]],
  "forces_ev_per_a": [[-1.1, -0.5, -0.8], [1.6, 1.4, 0.7], [-0.3, -0.3, -0.2], [0.9, 0.0, 0.0], [0.2, -2.2, 0.5], [-1.2, 1.0, -0.4], [-1.5, 0.6, 1.5], [-1.0, -1.0, -0.3], [-0.9, 1.6, -0.1], [0.1, -0.3, 0.6], [1.1, 0.3, -0.7], [1.4, -0.8, -1.2], [0.9, 0.2, 0.4]],
  "mulliken_charge": [0.2369, -0.5939, -0.0825, 0.4290, -0.5074, -0.4470, -0.4989, -0.1008, 0.3332, 0.2186, 0.3472, 0.2928, 0.3729],
  "relative_energy_kcal_mol": 93.7,
  "spin_multiplicity": 1,
  "charge": 0,
  "e_lumo_ev": 0.84,
  "gap_ev": 9.062,
  "smiles": "[H]/N=N/N1NCCS1"
}

(4)
{
  "formula": "C5H3NO3Ti",
  "method": "ωB97M-V with the def2-TZVPD basis set",
  "species": ["O", "C", "Ti", "C", "C", "O", "O", "C", "C", "N", "H", "H", "H"],
  "positions_angstrom": [[-2.815368, -2.691180, 2.575392], [-2.077152, -2.198653, 1.848736], [-0.537115, -1.317952, 0.297535], [-1.227378, -1.715244, -1.475721], [1.157639, -2.218659, 0.606522], [-1.639719, -1.939347, -2.550770], [2.188198, -2.747388, 0.791333], [1.020935, 2.910337, -0.467493], [0.423187, 1.656990, -0.084680], [-0.019115, 0.605284, 0.168468], [1.569132, 3.326507, 0.386829], [0.234517, 3.603741, -0.789630], [1.722239, 2.725565, -1.306520]],
  "forces_ev_per_a": [[2.9, 2.0, -2.8], [-2.9, -2.0, 2.8], [-2.4, 2.0, 3.2], [-3.3, -2.3, -9.2], [8.7, -4.8, 1.3], [2.1, 1.3, 5.7], [-5.5, 2.9, -0.9], [0.1, 0.1, -0.1], [-0.4, -1.5, 0.1], [0.9, 2.4, -0.4], [-0.1, 0.0, -0.1], [0.1, -0.1, 0.1], [-0.3, 0.1, 0.4]],
  "mulliken_charge": [-0.0017, 0.3858, 0.8257, 0.3835, 0.3835, -0.0552, -0.0551, -0.7804, 0.2619, -0.3383, 0.3315, 0.3314, 0.3275],
  "spin_multiplicity": 3,
  "charge": 2,
  "e_lumo_ev": [-10.70, -10.53],
  "gap_ev": [7.828, 10.923]
}

For each record above, in turn, the calculated electronic energy values are -347.1655 -1842.2961 -696.8768 -1321.5729 Ha.